36
Properties=species:S:1:pos:R:3:mulliken_charge:R:1 method="wB97M-V/def2-TZVPD" energy_ev=-24955.3430 de_lowest_kcal_mol=146.5 smiles=O.O.O.O.O.O.O.O.O.O.O.O homo_ev=-10.3 gap_ev=10.24
O 0.352 -3.036 -1.309 -0.61
H -0.044 -2.365 -0.860 0.36
H 0.559 -3.723 -0.779 0.27
O -0.144 1.799 2.057 -0.63
H 0.600 1.839 1.473 0.25
H 0.618 1.771 2.765 0.38
O 4.208 1.783 0.170 -0.61
H 4.850 1.430 -0.548 0.30
H 4.021 2.710 -0.019 0.31
O -1.529 -1.022 3.682 -0.72
H -2.248 -0.468 3.480 0.33
H -0.927 -0.582 2.994 0.34
O -2.045 -2.520 -0.098 -0.73
H -2.515 -2.295 0.811 0.24
H -2.062 -3.528 -0.019 0.30
O 1.555 -0.052 -0.740 -0.50
H 2.135 -0.359 -1.440 0.29
H 0.908 -0.731 -0.741 0.17
O -2.219 -0.200 -3.580 -0.65
H -1.976 0.654 -3.537 0.31
H -1.287 -0.458 -3.197 0.40
O 1.027 -1.245 -3.476 -0.54
H 0.891 -1.980 -4.042 0.32
H 0.690 -1.715 -2.737 0.24
O -0.488 1.417 -2.291 -0.59
H -1.181 1.497 -1.627 0.34
H 0.317 1.594 -2.552 0.21
O -1.121 4.801 -0.042 -0.62
H -1.942 4.631 0.345 0.31
H -0.561 4.122 0.355 0.31
O -3.421 -2.034 2.027 -0.69
H -2.553 -2.063 2.335 0.51
H -3.649 -3.133 1.910 0.39
O 2.878 1.178 3.338 -0.58
H 3.371 0.467 3.194 0.27
H 2.933 1.815 2.699 0.30